1.
Below is a 3-piece molecular cluster, C28H46NO2 overall at a distorted geometry, with properties calculated with wB97M-V/def2-TZVPD.

Each line ends with the Mulliken charge.
Element x y z (Å)
1 C -1.26761 0.22066 3.77352  -0.52
2 C -0.91247 1.70806 3.91142  -0.25
3 C -1.80392 2.61229 3.06800  -1.34
4 C -1.68387 2.42608 1.56003  -0.02
5 C -0.27067 2.58052 0.98189  -0.91
6 C -0.05469 1.75448 -0.30390  -1.52
7 C 0.80013 0.48381 -0.25339  1.73
8 C 1.17567 0.13475 -1.73482  -1.65
9 C 2.26727 0.98768 -2.40606  -1.20
10 C 0.07681 -0.79752 0.27565  0.52
11 O -0.75851 -1.44572 -0.62122  -0.46
12 C -2.13405 -1.03599 -0.61255  0.23
13 C -3.04764 -2.15533 -0.15539  -0.02
14 C -4.36385 -1.56157 0.35832  -1.47
15 C 1.24304 -1.75418 0.58652  -1.75
16 N 2.50471 -0.91714 0.48613  0.02
17 C 2.00114 0.51380 0.70475  0.30
18 C 3.09112 1.55969 0.53221  -1.73
19 O 1.51933 0.52383 2.02362  -0.28
20 H -0.37386 -0.39819 3.67503  0.08
21 H -1.87741 0.02656 2.89045  -0.17
22 H -1.80211 -0.14597 4.64549  0.51
23 H 0.14149 1.87709 3.69506  0.10
24 H -1.04882 1.99626 4.95336  0.50
25 H -2.83739 2.38277 3.33972  0.42
26 H -1.65428 3.66009 3.32927  0.36
27 H -2.13503 1.47573 1.27119  -0.31
28 H -2.30283 3.19436 1.09441  0.41
29 H 0.48709 2.38675 1.73070  0.50
30 H -0.15776 3.62810 0.70331  0.42
31 H -1.04139 1.44233 -0.64784  0.68
32 H 0.33081 2.39692 -1.09392  0.65
33 H 0.25065 0.29655 -2.27735  0.53
34 H 1.45299 -0.91177 -1.83334  0.52
35 H 2.25167 2.01403 -2.06049  0.18
36 H 3.25666 0.56863 -2.21833  0.30
37 H 2.12660 0.96328 -3.48218  0.43
38 H -0.43764 -0.56568 1.20998  0.29
39 H -2.26041 -0.19099 0.06824  -0.47
40 H -2.39476 -0.68917 -1.61152  0.37
41 H -3.23278 -2.87486 -0.94767  0.44
42 H -2.55912 -2.65985 0.67830  -0.03
43 H -5.16642 -2.29125 0.36591  0.40
44 H -4.22680 -1.13654 1.35085  0.34
45 H -4.68640 -0.74176 -0.28732  0.36
46 H 1.17296 -2.20942 1.56729  0.31
47 H 1.31204 -2.56532 -0.13180  0.48
48 H 2.96571 -1.02399 -0.41501  0.51
49 H 3.19355 -1.22582 1.17220  0.42
50 H 3.55446 1.76208 1.49309  0.43
51 H 3.85269 1.23429 -0.17039  0.46
52 H 2.65910 2.47126 0.13382  0.35
53 H 2.19128 0.23608 2.64769  0.47
54 C -1.94435 -6.79027 -0.39176  -0.50
55 C -2.42918 -5.80099 0.45196  -0.08
56 C -3.68655 -5.92833 1.02512  -0.38
57 C -4.45895 -7.04953 0.75756  -0.40
58 C -3.97386 -8.04037 -0.08431  -0.43
59 C -2.71800 -7.91049 -0.66026  -0.36
60 H -0.96457 -6.68956 -0.84095  0.34
61 H -1.82515 -4.92751 0.66358  0.32
62 H -4.06549 -5.15455 1.68142  0.39
63 H -5.43824 -7.15200 1.20608  0.36
64 H -4.57540 -8.91540 -0.29145  0.37
65 H -2.34246 -8.68259 -1.31872  0.37
66 C 3.70359 6.21638 -4.16964  -0.41
67 C 3.68075 4.88150 -4.54863  -0.44
68 C 4.06284 3.90032 -3.64538  -0.33
69 C 4.46427 4.25319 -2.36389  -0.23
70 C 4.48566 5.58802 -1.98454  -0.53
71 C 4.10603 6.56948 -2.88914  -0.37
72 H 3.40949 6.98302 -4.87396  0.37
73 H 3.36674 4.60711 -5.54704  0.38
74 H 4.05336 2.85899 -3.94282  0.39
75 H 4.77091 3.48691 -1.66105  0.42
76 H 4.80394 5.86486 -0.98778  0.38
77 H 4.12816 7.61098 -2.59735  0.37

Results
* HOMO level: -0.40803 Eh
* frontier orbital gap: 8.01 eV
* net charge: +1
* LUMO level: -0.1135 hartree
* 2S+1: 1

2.
Below is C2H4LiO2Rb as an isolated structure at a distorted geometry, with properties calculated with wB97M-V/def2-TZVPD.

Each line ends with the Mulliken charge.
Element x y z (Å)
1 H -0.04495 1.23482 -1.28408  0.19
2 O -0.01070 -0.03594 1.16012  -0.61
3 C 0.84995 -0.19021 0.07971  -0.45
4 C 0.18820 0.13623 -1.28023  -0.13
5 O -0.92410 -0.64595 -1.53938  -0.41
6 Li -0.74042 1.20506 3.24477  0.32
7 Rb -3.17311 -0.95234 1.41619  0.42
8 H 1.15280 -1.26596 0.03753  0.20
9 H 1.72192 0.48740 0.22502  0.23
10 H 0.98041 0.02689 -2.05965  0.24

Results
* HOMO level (spin up / spin down): -0.28144 / -0.15666 Eh
* frontier orbital gap (spin up / spin down): 7.06 / 3.44 eV
* net charge: 0
* relative energy (zero: lowest compared OMol25 entry of this formula, charge and spin): 0.0 kcal per mole
* LUMO level (spin up / spin down): -0.0221 / -0.0302 hartree
* 2S+1: 1

3.
Below is C36H61KN4O10P2S2Sb2Te as an isolated structure, with properties calculated with wB97M-V/def2-TZVPD.

Each line ends with the Mulliken charge.
Element x y z (Å)
1 K 0.36223 0.89848 -0.08864  1.73
2 C 0.42994 -3.74609 3.08710  -1.67
3 Sb 0.54281 -1.59072 2.79962  0.52
4 C 2.06594 -1.42160 4.32802  -1.41
5 C -1.17800 -1.20530 4.12773  -1.39
6 C -0.84971 -0.60546 5.44773  0.65
7 C -0.56290 -1.44364 6.52850  -0.43
8 C -0.21387 -0.95138 7.77560  -0.63
9 C -0.15108 0.42075 7.96983  -0.65
10 C -0.44594 1.26822 6.91335  -0.63
11 C -0.79648 0.79017 5.64820  0.83
12 C -1.07303 1.76892 4.55625  -1.65
13 Sb 0.67644 2.13243 3.29945  0.10
14 C 1.83569 2.98674 4.89322  -1.24
15 C -0.06866 3.99322 2.53384  -1.02
16 H 0.62646 -3.99806 4.13053  0.48
17 H 1.16364 -4.24059 2.44935  0.37
18 H -0.56514 -4.10185 2.81591  0.46
19 H 1.78286 -1.96157 5.23145  0.55
20 H 2.23743 -0.37659 4.59235  0.23
21 H 2.98675 -1.83864 3.91604  0.47
22 H -1.64878 -2.18188 4.25358  0.79
23 H -1.84151 -0.58813 3.52680  0.26
24 H -0.61526 -2.51642 6.37043  0.33
25 H 0.00639 -1.63388 8.58828  0.37
26 H 0.12147 0.82972 8.93559  0.37
27 H -0.40305 2.34188 7.06189  0.30
28 H -1.35205 2.73846 4.97142  0.75
29 H -1.85239 1.44629 3.86530  0.51
30 H 1.24661 3.74911 5.40640  0.37
31 H 2.72323 3.44900 4.46454  0.27
32 H 2.12503 2.21319 5.60501  0.36
33 H -0.20526 4.69472 3.35774  0.44
34 H -1.01586 3.81162 2.02318  0.26
35 H 0.64551 4.41103 1.82341  0.20
36 C -4.99559 -0.01907 -3.26677  -1.06
37 C -3.98483 0.31525 -4.34267  0.56
38 C -3.79146 -0.80377 -5.35262  -1.02
39 O -2.75867 0.73720 -3.71707  -0.18
40 P -1.38520 0.03175 -3.39057  -1.28
41 O -0.62835 0.85511 -2.43645  -0.45
42 C -1.67148 -1.68548 -2.94858  -1.06
43 P -0.49604 -2.29181 -1.65390  0.74
44 O 0.43076 -1.54412 -0.76703  0.70
45 O -0.84205 -3.80805 -1.20433  -0.18
46 C -1.53952 -4.71131 -2.06941  1.20
47 C -3.01645 -4.74861 -1.71083  -1.19
48 C -0.88392 -6.07202 -1.92048  -1.63
49 O 0.52127 -2.73612 -2.92670  -0.44
50 C 1.92825 -2.94605 -2.79768  0.27
51 C 2.34875 -3.67897 -1.52789  -0.72
52 C 2.68018 -1.63471 -2.97221  -0.60
53 O -0.65008 -0.11334 -4.81437  -0.10
54 C -0.18095 1.11537 -5.42206  0.76
55 C -0.46786 1.00681 -6.90584  -1.56
56 C 1.29167 1.30379 -5.11886  -1.30
57 H -5.98130 -0.13747 -3.72406  0.51
58 H -5.03567 0.78152 -2.52595  0.15
59 H -4.75746 -0.94438 -2.73128  0.11
60 H -4.30705 1.21240 -4.87679  0.37
61 H -3.56737 -1.75189 -4.86132  0.09
62 H -2.99160 -0.57639 -6.05765  0.14
63 H -4.72250 -0.93169 -5.90829  0.51
64 H -1.49746 -2.26876 -3.84915  1.07
65 H -2.69918 -1.80663 -2.60554  0.58
66 H -1.41512 -4.37839 -3.10423  0.08
67 H -3.14886 -5.14422 -0.70178  0.27
68 H -3.54868 -5.39863 -2.40996  0.43
69 H -3.47342 -3.75688 -1.73335  0.10
70 H -0.90673 -6.37803 -0.87270  0.30
71 H 0.15367 -6.03711 -2.25058  0.33
72 H -1.41803 -6.81750 -2.51384  0.40
73 H 2.17378 -3.59039 -3.65130  0.33
74 H 2.17833 -3.06673 -0.64327  -0.22
75 H 3.41328 -3.91920 -1.59339  0.51
76 H 1.79256 -4.60862 -1.41017  0.01
77 H 2.43843 -0.95409 -2.15904  -0.11
78 H 2.39237 -1.16401 -3.91202  -0.07
79 H 3.75938 -1.81008 -2.98247  0.51
80 H -0.74785 1.95150 -5.00086  0.45
81 H 0.04534 0.13765 -7.32188  0.29
82 H -0.11602 1.90126 -7.42416  0.43
83 H -1.53758 0.89862 -7.08691  0.35
84 H 1.87348 0.49032 -5.55708  0.26
85 H 1.45299 1.31702 -4.04261  0.12
86 H 1.64189 2.24940 -5.53887  0.51
87 O -1.69879 0.31580 1.33675  0.49
88 C -2.55674 0.52912 0.48770  -1.48
89 S -3.91312 -2.29424 1.37699  -0.24
90 C -4.39398 -1.22420 0.00295  -1.09
91 C -3.04961 -0.63445 -0.40489  2.09
92 N -2.10794 -1.78154 -0.34690  -0.10
93 C -2.39493 -2.52689 0.66994  -0.85
94 H -5.07013 -0.45045 0.37116  0.44
95 H -3.11039 -0.21137 -1.41187  -1.15
96 H -1.74441 -3.33638 0.97310  0.62
97 Te -3.44624 2.40661 0.14828  -0.56
98 N 4.04925 -0.11580 1.59131  -0.80
99 N 3.44971 -1.23751 0.93802  -0.12
100 H 3.51886 0.05712 2.43654  0.29
101 H 3.97136 0.73491 1.04161  0.31
102 H 4.17376 -1.69848 0.40302  0.30
103 H 2.72557 -0.95848 0.27959  -0.09
104 O 5.85804 4.71182 1.77748  -0.75
105 S 4.43124 4.74572 1.99551  1.18
106 O 3.99584 5.25012 3.27669  -0.71
107 N 3.72559 3.34109 1.63652  -0.23
108 C 2.95164 3.43258 0.55094  -0.41
109 O 2.31145 2.51634 0.02134  -0.68
110 C 2.87871 4.83210 -0.01572  0.24
111 C 2.12738 5.27767 -1.08818  -0.57
112 C 2.20617 6.62386 -1.42360  -0.61
113 C 3.01764 7.49466 -0.69872  -0.40
114 C 3.76595 7.04134 0.38204  -0.65
115 C 3.67212 5.70100 0.69921  0.08
116 H 1.49393 4.58648 -1.62924  0.72
117 H 1.62312 7.00568 -2.25269  0.39
118 H 3.05750 8.54143 -0.97575  0.36
119 H 4.38990 7.71178 0.95864  0.43

Results
* HOMO level: -0.04209 Eh
* frontier orbital gap: 4.74 eV
* net charge: -2
* relative energy (zero: lowest compared OMol25 entry of this formula, charge and spin): 0.0 kcal per mole
* LUMO level: 0.1321 hartree
* 2S+1: 1